# 1
DFT (wB97M-V/def2-TZVPD) results for a 6-piece molecular cluster, C22H38BF2NO18P2 overall in a non-equilibrium geometry.

```
84
Properties=species:S:1:pos:R:3:mulliken_charge:R:1
H -2.46759 3.65719 -3.78489 0.44
C 4.63663 1.44196 0.06561 -0.33
H 3.88292 -0.00489 1.49565 0.33
C -3.17541 3.50499 -2.92505 -0.93
O 0.99462 -4.40726 1.47756 -0.28
O -5.32341 -4.77145 -3.20826 -0.31
C -1.12044 1.37114 1.32915 -0.51
H -1.59496 3.13215 2.65800 0.24
C -6.55799 -5.32298 -2.75723 -0.34
C 1.42675 -5.14515 0.42536 0.63
C -1.86411 8.28136 -2.76263 -1.00
H 4.98720 1.19782 2.19517 0.26
C 1.89104 -4.64885 2.56106 -0.34
O -2.89400 3.10662 0.93386 -0.43
H -2.66820 8.24745 -3.52780 0.32
H 1.47193 -5.43176 3.19973 0.20
B -2.15656 3.98517 0.14390 0.68
H -6.73526 -6.26689 -3.27918 0.27
H -1.58741 8.66930 0.00543 0.43
O 6.04393 -2.28579 4.45549 -0.37
C -2.60506 -3.31017 -0.07475 -0.13
O -0.85680 4.41238 0.59197 -0.47
C 3.14017 -5.08470 1.86697 -0.19
O -2.13099 -2.74350 1.14943 -0.38
O -4.90879 -5.71890 -1.22120 -0.30
H 4.01276 0.96952 -0.69703 0.26
O 5.97989 1.50896 -0.41274 -0.35
H 0.15141 5.69041 -1.61676 0.07
C -2.10933 2.44793 1.94600 -0.40
H -1.69706 9.28618 -2.31386 0.39
O -0.09215 3.50509 -2.55676 -0.66
H -1.62295 0.91858 0.43734 0.02
H -3.33844 1.39010 -3.38866 0.36
H -0.14883 1.83506 1.02123 0.09
C 7.34825 -2.59200 3.96438 -0.41
O 5.89687 -0.21992 1.00899 -0.22
H -2.83728 1.85407 2.56156 0.34
C 5.14780 -2.83426 3.59964 0.65
H -0.16939 3.83798 0.22361 0.28
H -7.38489 -4.64455 -2.96265 0.29
O 0.80801 -5.29522 -0.58319 -0.60
H 7.71922 -3.48477 4.47477 0.27
H -1.52834 -3.30957 -1.94922 0.47
H 7.16419 -1.90700 1.91552 -0.08
H -0.56185 7.21011 -0.12786 0.22
C -6.31838 -5.51394 -1.28581 -0.29
H -6.85455 -6.37119 -0.88102 0.28
N -3.20123 6.40826 -1.84023 -0.52
C 7.10159 -2.82402 2.50136 0.07
C 6.64039 0.43198 0.07758 0.57
C -1.35055 -3.43253 -0.88346 -0.17
H 7.77972 -3.56258 2.07601 0.36
H -3.33149 -2.62612 -0.52593 0.22
H 8.03634 -1.76833 4.14873 0.34
O 3.97481 -2.90003 3.80677 -0.51
H 2.03532 -3.75045 3.15219 0.39
H -1.95400 1.72409 -2.31794 0.21
H -4.19704 3.69184 -3.34641 0.44
O 7.73012 0.09773 -0.26144 -0.52
C 4.76727 0.60241 1.30517 -0.35
H -3.08414 -4.27164 0.09875 0.24
H -6.57383 -4.62679 -0.70061 0.26
C -1.61263 7.56757 -0.20848 -1.04
H 3.71353 -5.80280 2.45211 0.33
F -3.86308 1.63345 -1.45226 -0.27
H -0.84729 5.50285 -3.67168 0.09
C -0.96915 -2.09704 0.87544 0.54
O 2.64909 -5.68280 0.66541 -0.38
H -0.83131 -4.38353 -0.71585 0.22
H -2.19353 7.05459 0.60153 0.26
H -0.94479 0.58336 2.09556 0.46
O -0.53548 -2.37039 -0.37585 -0.31
O -0.40425 -1.37664 1.64319 -0.60
C -3.02198 2.00656 -2.50397 -0.31
O 5.75416 -3.29296 2.47777 -0.28
F -4.39669 4.48879 -0.98051 -0.53
C -2.29200 7.30619 -1.58726 0.61
P -0.75434 4.89168 -2.37400 0.07
P -2.77692 4.73221 -1.52293 0.84
H 3.78510 -4.24714 1.60380 0.17
H 4.24770 2.43770 0.27335 0.30
C -4.36443 -5.14586 -2.32479 0.66
H -0.91089 7.84569 -3.15714 0.23
O -3.19726 -4.99214 -2.49478 -0.51
```

- LUMO: -0.121 eV
- Orbital gap: 8.9 eV
- Strongest force on any atom: 4.25 eV Å⁻¹



# 2
DFT (wB97M-V/def2-TZVPD) results for a 2-piece molecular cluster, C22H38BN3O11PS overall in a non-equilibrium geometry.

```
77
Properties=species:S:1:pos:R:3:mulliken_charge:R:1
C 2.65413 -3.39685 -0.22271 -0.51
H 1.74802 4.07468 -0.48173 0.48
O 2.41292 1.95658 5.45689 -0.58
N 0.05455 1.21219 6.06884 -0.70
H -2.08136 -1.97126 1.49219 0.33
P 1.72385 -3.35594 1.45912 -0.15
H -1.01482 4.47085 0.94102 0.49
H -3.29636 -2.06020 0.12960 0.36
O -4.34171 0.21566 -7.84929 -0.34
O 1.55340 -2.46699 5.32030 -0.47
H 4.06742 -1.82360 0.70424 0.18
C -4.06994 -0.44686 -3.74196 -0.91
C 1.00776 3.55221 0.23564 -0.86
N 0.03608 0.62139 1.17434 0.74
H 0.89571 -4.85695 3.63122 0.29
C 0.25869 1.25826 2.46967 -0.50
H 2.92759 -4.51380 -0.35510 0.55
C 2.01254 -5.07916 3.70734 -0.95
H -3.46429 1.95236 -8.60858 0.29
O 2.10660 -0.57824 -1.57819 -0.51
H 3.21282 1.49381 5.13031 0.29
C 0.07841 -0.07900 -2.83412 -1.09
H 1.98706 -3.13383 -1.10318 0.29
H -1.34715 0.89230 -0.54634 -0.03
H 4.89543 -3.33340 0.08491 0.30
H -3.64758 -0.61106 -2.74822 0.07
O -3.20755 1.24905 -6.17488 -0.57
O -1.55240 -2.42191 -1.64257 -0.55
C 0.84665 -0.71283 -1.57135 0.34
H 0.85672 0.41072 -3.52767 0.34
O -3.77900 -0.95276 -6.10501 -0.38
C -2.34429 -1.50264 0.46825 -0.92
C 1.23396 -1.61982 1.93995 0.59
H -5.07368 -0.87646 -3.77921 0.35
H -0.10236 2.32577 2.64776 0.18
C -3.18589 -1.06751 -4.80868 -0.02
C -0.72356 1.48623 0.19697 -0.59
H -1.44488 2.11091 0.84064 0.57
H -0.33472 0.25818 5.94672 0.33
C 2.90241 -4.21151 2.64316 -0.40
H 3.65321 -3.53201 3.16467 0.38
H -1.33614 5.64821 2.91054 0.38
C -3.71572 0.26782 -6.66277 0.73
H 0.17125 5.61523 0.14173 0.41
C 0.97549 0.53623 3.63204 0.39
H -2.63385 -0.40470 0.54453 0.21
H -0.69216 0.69204 -2.50520 0.26
H 2.13595 -6.20343 3.51743 0.34
O 1.52245 6.66011 2.31932 -0.60
N 0.21985 -1.37104 -0.41858 1.45
C 2.13819 -1.71033 4.52130 -0.23
H 3.47898 -5.00604 2.03300 0.44
C 4.04772 -2.60006 -0.15213 -0.86
H -0.41498 -0.91857 -3.45210 0.36
H -2.18198 -0.63306 -4.80562 0.20
H -3.07594 -2.13512 -4.60719 0.32
S 0.78513 5.36682 2.48709 1.16
C 0.21609 2.47445 -0.64307 -0.52
C 0.48174 -0.72916 0.87228 -1.58
C -1.17410 -1.77672 -0.62187 0.49
C -4.44282 1.48026 -8.50397 -0.62
H -0.48828 3.07416 -1.33932 0.41
H -0.66769 1.85333 5.67275 0.29
O 3.54885 -1.55224 4.66856 -0.44
H -5.12728 2.13013 -7.95412 0.29
B 1.20884 1.26405 5.09300 0.69
O 1.69624 4.38240 3.16196 -0.53
H 3.83150 -0.68434 4.30251 0.39
H -4.17999 0.62976 -3.89338 0.32
H 1.68184 3.02991 1.01441 0.36
C 0.09778 4.71389 0.86176 -0.96
C 1.44903 -0.93084 3.32530 0.21
H 2.41905 -4.89372 4.76936 0.27
H 4.32755 -2.06303 -1.13422 0.26
O -0.53935 5.59014 3.48902 -0.46
H 0.97444 1.95734 -1.31914 0.22
H -4.85212 1.30956 -9.50018 0.23
```

- LUMO: -4.939 eV
- Orbital gap: 6.4 eV
- Strongest force on any atom: 5.32 eV Å⁻¹
- Total charge: +1



# 3
DFT (wB97M-V/def2-TZVPD) results for C22H38BrCl3CsN8SSeSi2 as an isolated structure in a non-equilibrium geometry.

```
77
Properties=species:S:1:pos:R:3:mulliken_charge:R:1
H 1.09067 -3.26387 8.24838 0.30
H -1.16357 1.65740 1.63121 0.03
H 3.45744 -0.82667 -5.92149 0.25
C 0.14097 -3.65388 7.94446 -0.42
C 2.31491 -1.94309 3.84019 -0.74
Cl 0.01550 -2.55973 6.04371 -0.39
H 4.01446 -1.14675 -1.72627 0.19
H -0.62530 -0.03757 -2.48918 0.36
H 3.07111 3.43258 1.01877 0.27
H 1.87863 4.26420 2.74025 0.48
C 5.20613 1.51719 -4.44195 -1.03
C 1.27865 4.02875 1.85415 -0.93
Cl 0.86266 0.74433 5.68325 -0.27
H -0.23326 3.32475 3.20817 0.25
Cs 1.23916 0.65285 0.00838 0.80
C 3.87657 -1.15269 -4.96722 -1.00
H -4.42175 -1.55536 -3.77254 0.45
Cl -2.11410 0.53270 4.33981 -0.34
C -1.94328 -3.84473 2.76044 -1.74
H 0.87306 5.34098 -1.93711 0.42
H 3.36337 -2.21845 3.89524 0.36
H -2.02013 -5.11427 -1.38040 0.20
N 0.39252 -0.87804 2.84838 0.95
C -1.67647 -0.23485 -2.30415 -0.13
H 0.14835 5.33752 -0.34752 0.32
N 0.08442 3.48534 -1.26083 0.30
H 4.85851 1.92762 -5.39236 0.26
C 1.81212 -1.27560 2.82604 0.11
C 0.27719 2.94940 2.30781 -0.55
H 5.65820 -0.85340 -2.31672 0.35
C -0.59255 -1.82759 3.28599 -1.09
H 2.54480 5.53876 -0.17708 0.30
Si -0.23823 -0.39062 4.34753 0.38
H -2.58937 3.14060 0.80252 0.53
N -0.73153 -2.46856 1.06419 0.00
H 4.87024 -1.57432 -5.14902 0.32
C -1.31783 3.43686 -0.91796 -0.57
N -1.26185 -3.34938 0.16375 -0.19
H -2.15240 -3.78404 0.36932 0.32
H -1.73077 2.52458 -1.34567 0.04
H 0.92192 2.11233 2.62314 0.00
N -0.66104 2.47234 1.29720 0.54
C -0.69777 -3.58026 -1.03695 0.02
C -3.45930 -0.09780 -0.87667 -0.17
C -4.29004 -0.69464 -1.80925 -0.37
H -1.67300 -4.57470 8.41066 0.26
N -2.17018 0.11834 -1.11835 0.04
H 3.23092 -1.94076 -4.57305 0.22
C 4.67939 -0.39146 -2.15437 -0.94
H 6.17898 1.04213 -4.60348 0.33
C -0.70083 -4.54172 7.98072 -0.31
Br -6.11485 -0.98983 -1.38546 -0.22
S 0.73170 -2.94858 -1.58388 -0.19
C 2.14593 4.54010 -0.42319 -0.83
H 2.78946 4.08961 -1.18206 0.36
H 4.79941 0.40889 -1.41861 0.22
N -1.46175 -4.40868 -1.83896 -0.46
H -1.89867 4.28424 -1.32350 0.29
C -3.78449 -1.08115 -3.03843 -0.10
H -1.51795 -4.79168 2.41653 0.39
H -1.98416 -3.85924 3.84780 0.32
H -3.83896 0.19254 0.09692 0.50
C 0.76009 4.73719 -1.02589 -0.92
H -1.98909 -1.12494 -4.22658 0.48
H 0.31933 3.07595 -2.15716 0.15
H -1.41039 4.40372 1.04060 0.34
H -0.94661 -4.74392 -2.63687 0.26
C -1.08473 -2.68921 2.31086 1.03
C -2.44587 -0.84106 -3.28878 -0.92
H -2.97016 -3.78216 2.38534 0.41
H 2.37411 -1.06768 1.88450 -0.10
Si 3.94290 0.29212 -3.75752 0.49
Se 1.96216 1.20998 -3.42694 -0.67
C -1.54362 3.40327 0.61290 -1.09
N 2.12717 3.64553 0.72982 0.06
H 5.33883 2.35208 -3.75013 0.22
H 0.73278 4.94498 1.61529 0.24
```

- LUMO (alpha / beta): 1.777 / 1.718 eV
- Orbital gap (alpha / beta): 6.3 / 6.1 eV
- Strongest force on any atom: 3.59 eV Å⁻¹
- Total charge: -1
- ΔE to the lowest compared entry with this formula, charge and spin: 10.749 eV



Question: strongest force on any atom of number 1 (C22H38BF2NO18P2)?
Answer: 4.25 eV Å⁻¹